1.
{
  "formula": "C3H2F2N2O",
  "method": "ωB97M-V/def2-TZVPD",
  "total_energy_ev": -13604.0476,
  "total_charge": 0,
  "multiplicity": 1,
  "homo_lumo_gap_ev": 10.401,
  "de_lowest_kj_mol": 70.2,
  "smiles": "O=C1NN=CC1(F)F",
  "e_homo_ev": -10.4,
  "elements": ["F", "F", "O", "N", "N", "C", "C", "C", "H", "H"],
  "positions_angstrom": [[1.6650, 0.5410, -1.1171], [1.6072, 0.1673, 1.1926], [-0.3744, 2.2499, 0.1065], [-1.3696, 0.1255, -0.0021], [-0.9450, -1.2416, -0.0527], [0.9366, 0.0301, -0.0083], [-0.3195, 1.0884, 0.0106], [0.3069, -1.3173, -0.1477], [-2.3713, 0.5459, 0.0519], [0.8639, -2.1892, -0.0337]],
  "atomic_forces_ev_per_a": [[0.0, -1.5, 1.8], [0.0, -0.3, -1.6], [0.1, 1.9, -0.1], [-0.6, 2.1, -0.1], [-2.3, 1.4, -0.1], [-0.2, 3.8, -0.7], [-0.2, -5.8, 0.7], [0.6, 2.4, 0.5], [2.2, -2.2, -0.2], [0.5, -1.6, -0.2]],
  "lowdin_charge": [0.0492, 0.0906, 0.1621, 0.0460, 0.0999, -0.3334, -0.3658, -0.0561, 0.1973, 0.1102]
}

2.
{
  "formula": "C4H2Br3Cl",
  "method": "ωB97M-V/def2-TZVPD",
  "total_energy_ev": -226828.4942,
  "total_charge": 0,
  "multiplicity": 1,
  "homo_lumo_gap_ev": 10.254,
  "de_lowest_kj_mol": 0.0,
  "smiles": "ClC1=C(Br)[C@@H](Br)[C@@H]1Br",
  "e_homo_ev": -9.9,
  "elements": ["Br", "Br", "Br", "Cl", "C", "C", "C", "C", "H", "H"],
  "positions_angstrom": [[-0.4399, 3.6690, -0.3493], [-1.9944, -0.2245, -1.1692], [1.3235, -1.1963, 1.3598], [2.9649, 1.8816, -0.7066], [0.1206, 1.8789, -0.3075], [0.8112, -0.1336, -0.1960], [-0.5935, 0.5297, -0.0512], [1.3145, 1.3389, -0.4514], [0.6798, -0.8213, -0.9402], [-0.9236, 0.6460, 0.9172]],
  "atomic_forces_ev_per_a": [[0.0, -0.6, 0.0], [0.4, 0.5, 0.2], [0.2, 0.6, -0.3], [-1.5, -0.3, 0.3], [-0.8, 0.1, -1.0], [-0.9, 2.5, 1.7], [1.2, 1.5, -0.9], [1.8, -2.1, 0.3], [0.7, -1.5, -2.3], [-1.1, -0.7, 2.2]],
  "lowdin_charge": [0.7674, 0.6963, 0.6787, 0.6536, -0.7503, -0.6807, -0.7369, -0.6961, 0.0201, 0.0478]
}

3.
{
  "formula": "C37H47ClN8O4",
  "method": "ωB97M-V/def2-TZVPD",
  "total_energy_ev": -71762.0373,
  "total_charge": 0,
  "multiplicity": 1,
  "homo_lumo_gap_ev": 8.271,
  "smiles": "CCO[C@H]1OC(=O)O[C@@H]1Cl.c1cc[nH]c1.c1cc[nH]c1.c1cc[nH]c1.c1cc[nH]c1.c1cc[nH]c1.c1cc[nH]c1.c1cc[nH]c1.c1cc[nH]c1",
  "e_homo_ev": -8.1,
  "elements": ["Cl", "O", "O", "O", "O", "N", "N", "N", "N", "N", "N", "N", "N", "C", "C", "C", "C", "C", "C", "C", "C", "C", "C", "C", "C", "C", "C", "C", "C", "C", "C", "C", "C", "C", "C", "C", "C", "C", "C", "C", "C", "C", "C", "C", "C", "C", "C", "C", "C", "C", "H", "H", "H", "H", "H", "H", "H", "H", "H", "H", "H", "H", "H", "H", "H", "H", "H", "H", "H", "H", "H", "H", "H", "H", "H", "H", "H", "H", "H", "H", "H", "H", "H", "H", "H", "H", "H", "H", "H", "H", "H", "H", "H", "H", "H", "H", "H"],
  "positions_angstrom": [[-2.4082, 1.5552, -0.4887], [-0.4445, 3.5455, -2.2596], [-2.0814, 5.1813, -1.7854], [-3.7839, 6.1102, -0.6168], [-3.6228, 3.8751, -0.8494], [9.5366, 3.0898, -2.8579], [3.4366, 2.1869, 1.5209], [1.0346, -4.6645, -1.5455], [-1.0867, -2.8785, 6.1010], [-0.7450, -5.4485, 1.3394], [-11.2528, -0.5129, 0.5038], [-5.1640, 0.1520, -2.0576], [3.9823, 0.6516, -4.3142], [-2.6397, 3.0216, -1.4325], [1.4839, -2.5176, -1.2479], [5.1893, 1.1560, -4.7134], [-3.2168, 5.1728, -1.0350], [4.1096, 0.0664, -3.0849], [2.9245, 2.7794, 3.5863], [9.4983, 2.1499, -1.8643], [-7.2428, -0.5827, -1.8817], [10.6527, 3.8680, -2.7146], [-0.4528, -0.7652, 6.0622], [-1.4259, 3.9239, -1.4096], [-6.3534, 0.3453, -1.4106], [-0.7613, -2.6055, 4.8006], [0.4902, -3.4554, -1.1935], [-1.9708, -5.8892, 3.1269], [0.7337, 4.3654, -2.2247], [-1.7556, -4.9740, 2.1301], [-10.1012, -1.3730, 2.1843], [-11.2399, -1.5127, 1.4377], [-1.0539, -6.9563, 2.9296], [10.6027, 2.3291, -1.0759], [-9.3992, -0.2440, 1.6801], [11.3362, 3.4208, -1.6163], [-0.9033, -1.7678, 6.8755], [2.5303, 1.2628, 1.9726], [2.1898, 1.6085, 3.2544], [-0.3570, -1.2948, 4.7451], [1.6331, 4.0452, -1.0284], [-10.1359, 0.2648, 0.6450], [-5.2816, -0.8870, -2.9399], [2.6772, -3.1884, -1.6335], [6.0995, 0.8899, -3.7263], [3.6845, 3.1093, 2.4984], [2.3683, -4.5089, -1.8096], [-0.3100, -6.6526, 1.8222], [5.4153, 0.1937, -2.6920], [-6.5616, -1.3664, -2.8534], [1.4937, 1.0886, 3.8903], [3.1320, 0.6982, -4.8439], [2.8946, 3.3178, 4.5184], [12.2587, 3.8296, -1.2405], [1.3679, -1.4695, -1.0265], [-0.9498, -7.8412, 3.5343], [-4.3323, 0.6936, -1.9053], [-12.0370, -2.2336, 1.4913], [3.8547, 2.1937, 0.6085], [0.4892, -7.1886, 1.3398], [2.9786, -5.3458, -2.1005], [10.8573, 1.7445, -0.2083], [4.3732, 3.9202, 2.3355], [-6.4627, 1.1192, -0.6701], [-1.1093, -1.7843, 7.9316], [-4.4487, -1.1980, -3.5468], [-0.3684, -4.9878, 0.5309], [2.2038, 0.4492, 1.3479], [-2.2324, -4.0309, 1.9238], [-9.8023, -2.0092, 3.0000], [1.2540, 4.1509, -3.1577], [2.0648, 4.9676, -0.6368], [-2.9681, 2.7692, -2.4414], [-6.9651, -2.1881, -3.4205], [0.5362, -5.5343, -1.6024], [10.8634, 4.6696, -3.4010], [-0.2183, 0.2387, 6.3746], [8.6916, 1.4401, -1.8020], [-0.0387, -0.7616, 3.8651], [7.1431, 1.1556, -3.7458], [3.6520, -2.7480, -1.7609], [-0.8491, -3.3772, 4.0550], [5.2980, 1.6545, -5.6610], [2.4548, 3.3929, -1.3177], [-0.5545, -3.3612, -0.9463], [-1.4081, -3.7678, 6.4351], [-2.7025, -5.8011, 3.9127], [5.8344, -0.1722, -1.7692], [-8.4609, 0.1466, 2.0360], [8.8507, 3.1930, -3.5820], [3.2663, -0.3957, -2.6004], [-8.2652, -0.6901, -1.5602], [-11.9702, -0.3730, -0.1823], [-1.1111, 4.0715, -0.3670], [0.4693, 5.4225, -2.2544], [1.0766, 3.5492, -0.2318], [-9.9615, 1.1082, -0.0009]],
  "atomic_forces_ev_per_a": [[-0.1, 0.1, 0.0], [-0.4, 0.1, -0.2], [0.3, -0.2, 0.5], [-0.5, 0.6, 0.1], [0.2, -0.2, 0.2], [0.0, 0.0, 0.0], [0.0, -0.1, -0.1], [0.0, 0.0, 0.1], [0.0, -0.1, 0.0], [0.0, -0.1, 0.0], [0.0, 0.0, 0.0], [0.0, 0.1, -0.1], [0.0, 0.0, 0.0], [-0.2, 0.3, 0.0], [0.1, 0.0, 0.1], [0.0, 0.0, 0.0], [0.2, -0.5, -0.6], [-0.1, 0.0, 0.0], [-0.1, 0.0, 0.1], [0.0, 0.0, 0.0], [0.0, 0.0, 0.0], [0.0, 0.0, 0.0], [0.1, 0.1, -0.1], [-0.1, 0.2, -0.1], [0.0, 0.0, 0.0], [0.0, 0.1, 0.1], [-0.1, -0.1, -0.1], [0.0, 0.0, 0.0], [0.5, 0.0, 0.1], [0.0, 0.0, -0.1], [0.0, 0.0, 0.0], [0.0, 0.0, 0.0], [0.0, 0.0, 0.0], [0.0, 0.0, 0.0], [0.0, 0.0, 0.0], [0.0, 0.0, 0.0], [0.0, 0.0, 0.0], [0.0, 0.1, 0.0], [0.0, 0.0, 0.0], [-0.1, -0.1, 0.0], [0.0, 0.2, -0.1], [0.0, 0.0, 0.0], [0.0, 0.0, 0.0], [0.1, 0.1, 0.0], [0.0, 0.0, 0.0], [0.0, 0.0, -0.1], [-0.1, 0.0, 0.0], [0.0, 0.0, -0.1], [0.0, 0.1, 0.0], [0.0, 0.0, 0.0], [0.0, 0.0, 0.0], [0.0, 0.0, 0.0], [0.0, 0.0, 0.0], [0.0, 0.0, 0.0], [0.0, 0.0, 0.0], [0.0, 0.0, 0.0], [0.0, -0.1, 0.1], [0.0, 0.0, 0.0], [0.0, -0.1, 0.0], [0.0, 0.0, 0.0], [0.0, 0.0, 0.0], [0.0, 0.0, 0.0], [0.0, 0.0, 0.0], [0.0, 0.0, 0.0], [0.0, 0.0, 0.0], [0.0, 0.0, 0.0], [0.1, 0.1, 0.1], [0.0, 0.0, 0.0], [0.0, 0.0, 0.0], [0.0, 0.0, 0.0], [-0.1, 0.0, 0.0], [0.0, -0.1, 0.1], [0.3, -0.2, 0.0], [0.0, 0.0, 0.0], [0.0, 0.0, -0.1], [0.0, 0.0, 0.0], [0.0, 0.0, 0.0], [0.0, 0.0, 0.0], [0.0, -0.1, 0.0], [0.0, 0.0, 0.0], [0.0, 0.0, 0.0], [0.1, 0.1, -0.1], [0.0, 0.0, 0.0], [0.0, -0.1, 0.0], [0.0, 0.0, -0.1], [0.0, 0.0, 0.0], [0.0, 0.0, 0.0], [0.0, 0.0, 0.0], [0.0, 0.0, 0.0], [0.0, 0.0, 0.0], [0.0, 0.0, 0.0], [0.0, 0.0, 0.0], [0.0, 0.0, 0.0], [0.3, -0.2, -0.1], [-0.3, 0.0, 0.1], [0.0, 0.1, 0.0], [0.0, 0.0, 0.0]],
  "lowdin_charge": [0.7495, -0.0416, 0.1119, 0.2095, 0.0397, -0.0004, -0.0002, -0.0015, 0.0029, 0.0155, 0.0004, -0.0025, 0.0075, -0.6028, -0.1074, -0.1382, -0.5510, -0.1420, -0.1081, -0.1462, -0.1080, -0.1439, -0.1156, -0.3798, -0.1364, -0.1286, -0.1574, -0.1206, -0.1991, -0.1546, -0.1114, -0.1446, -0.1089, -0.1108, -0.1129, -0.1129, -0.1458, -0.1392, -0.1025, -0.1102, -0.0546, -0.1556, -0.1459, -0.1063, -0.1139, -0.1450, -0.1270, -0.1387, -0.1085, -0.1121, 0.0733, 0.1448, 0.0902, 0.0889, 0.0841, 0.0898, 0.0614, 0.1032, 0.1333, 0.1040, 0.1094, 0.0893, 0.1055, 0.1074, 0.1038, 0.1023, 0.0892, 0.0988, 0.1106, 0.0884, 0.1223, 0.0824, 0.1379, 0.0877, 0.1436, 0.1038, 0.0876, 0.0940, 0.0744, 0.0715, 0.0848, 0.0814, 0.1062, 0.0636, 0.1081, 0.1421, 0.0916, 0.0905, 0.0897, 0.1350, 0.0889, 0.0781, 0.1414, 0.1710, 0.1211, 0.0734, 0.1061]
}